Record 1
ORCA calculation (ωB97M-V with the def2-TZVPD basis set) on C25H35BF6N10O3SbSiTi as an isolated structure at a distorted geometry.

ORCA input file:
```
! wB97M-V def2-TZVPD RIJCOSX def2/J DEFGRID3
* xyz -1 1
Ti 0.577 -0.016 -1.091
N 3.514 -1.265 0.413
C 4.228 -1.273 -0.835
C 3.425 -1.284 -2.111
O 4.028 -1.718 -3.093
N 2.124 -0.832 -2.248
C 1.720 -1.159 -3.611
C 0.332 -0.705 -3.873
O -0.277 -0.858 -4.904
O -0.196 -0.078 -2.825
H 3.741 -0.460 0.975
H 3.646 -2.107 0.952
H 4.845 -2.169 -0.944
H 4.913 -0.430 -0.923
H 1.783 -2.234 -3.810
H 2.375 -0.693 -4.354
C 1.488 2.433 -3.259
C 0.528 2.853 -2.201
C -0.088 4.093 -2.051
C -0.934 3.946 -0.974
N -0.835 2.691 -0.522
N 0.091 2.026 -1.243
B -1.576 1.986 0.635
N -2.194 0.665 0.077
C -3.460 0.251 0.201
C -3.621 -0.899 -0.538
C -2.372 -1.142 -1.112
C -2.041 -2.231 -2.074
N -1.508 -0.202 -0.704
N -0.605 1.594 1.725
C -0.511 1.966 3.009
C 0.363 1.113 3.630
C 0.783 0.220 2.631
C 1.669 -0.950 2.873
N 0.213 0.527 1.460
N -2.736 2.895 1.046
C -3.705 3.320 0.204
C -4.580 4.099 0.919
C -4.056 4.097 2.228
C -4.586 4.786 3.446
N -2.955 3.371 2.294
H 2.089 3.288 -3.562
H 0.942 2.055 -4.127
H 2.169 1.654 -2.914
H 0.080 4.976 -2.641
H -1.596 4.648 -0.500
H -4.160 0.805 0.801
H -4.513 -1.487 -0.656
H -2.777 -3.029 -1.975
H -1.054 -2.647 -1.891
H -2.069 -1.848 -3.095
H -1.104 2.778 3.384
H 0.662 1.114 4.663
H 1.436 -1.370 3.854
H 2.711 -0.645 2.902
H 1.540 -1.706 2.107
H -3.704 3.031 -0.833
H -5.463 4.596 0.558
H -5.518 5.303 3.220
H -3.873 5.520 3.822
H -4.778 4.072 4.247
C -0.092 -4.890 2.470
Si 0.128 -4.785 0.616
C -1.395 -5.482 -0.218
C 1.615 -5.792 0.102
C 0.346 -3.049 0.135
C 0.618 -1.905 -0.186
H -0.240 -5.923 2.791
H -0.956 -4.304 2.785
H 0.783 -4.493 2.986
H -1.534 -6.522 0.084
H -1.300 -5.453 -1.305
H -2.291 -4.923 0.054
H 1.472 -6.847 0.344
H 2.519 -5.444 0.603
H 1.780 -5.706 -0.973
F 2.379 1.139 -0.266
Sb 3.445 2.638 0.436
F 2.962 3.707 -1.035
F 4.880 1.961 -0.574
F 3.902 1.508 1.876
F 4.502 4.017 1.149
F 1.906 3.215 1.341
*
```

Summary:
- F_max: 2.08 eV Å⁻¹
- Gap between HOMO and LUMO: 7.788 eV

---

Record 2
ORCA calculation (ωB97M-V with the def2-TZVPD basis set) on C25H35FGe2N6PtSi as an isolated structure at a distorted geometry.

ORCA input file:
```
! wB97M-V def2-TZVPD RIJCOSX def2/J DEFGRID3
* xyz 1 4
Pt -0.768 -0.050 0.143
C -2.896 1.606 1.149
Si -3.325 -0.116 1.811
C -4.746 -0.830 0.803
C -3.775 0.063 3.626
N -1.872 -1.090 1.520
C -1.701 -2.398 1.838
C -2.697 -3.111 2.555
C -2.553 -4.437 2.885
C -1.404 -5.138 2.529
C -0.392 -4.482 1.840
C -0.550 -3.159 1.516
F 0.456 -2.575 0.859
H -3.729 2.276 1.382
H -2.777 1.634 0.060
H -2.008 2.031 1.625
H -5.623 -0.188 0.901
H -5.026 -1.831 1.136
H -4.473 -0.878 -0.251
H -4.627 0.741 3.709
H -2.950 0.493 4.197
H -4.059 -0.880 4.096
H -3.592 -2.576 2.846
H -3.343 -4.937 3.429
H -1.292 -6.182 2.784
H 0.523 -4.984 1.555
N -3.974 -1.557 -4.140
N -2.832 -1.224 -3.484
N -1.670 -1.199 -4.092
C -0.879 -0.747 -3.132
N -1.565 -0.518 -2.007
N -2.823 -0.827 -2.247
H -3.770 -2.075 -4.979
H -4.662 -1.976 -3.533
H 0.173 -0.567 -3.262
C 2.496 -2.131 -1.746
Ge 3.111 -0.776 -0.438
C 3.646 -1.629 1.260
C 4.685 0.209 -1.126
Ge 1.315 1.078 -0.121
C 2.312 2.262 1.072
C 2.614 1.831 2.367
C 3.315 2.649 3.237
C 3.713 3.914 2.825
C 3.417 4.356 1.542
C 2.724 3.533 0.668
C 1.090 2.034 -1.842
C 1.735 1.699 -3.030
C 1.437 2.366 -4.210
C 0.479 3.370 -4.220
C -0.180 3.709 -3.046
C 0.119 3.039 -1.869
H 3.205 -2.961 -1.715
H 2.487 -1.729 -2.759
H 1.507 -2.508 -1.496
H 4.330 -2.439 0.999
H 2.803 -2.042 1.808
H 4.174 -0.917 1.892
H 5.500 -0.508 -1.242
H 4.989 0.972 -0.410
H 4.497 0.684 -2.086
H 2.290 0.846 2.689
H 3.551 2.304 4.236
H 4.255 4.557 3.505
H 3.727 5.343 1.224
H 2.503 3.873 -0.337
H 2.485 0.916 -3.034
H 1.953 2.101 -5.125
H 0.246 3.888 -5.140
H -0.927 4.493 -3.048
H -0.402 3.301 -0.952
*
```

Summary:
- F_max: 2.01 eV Å⁻¹
- Gap between HOMO and LUMO (spin up / spin down): 8.262 / 5.064 eV
- <S²>: 3.793

---

Record 3
ORCA calculation (ωB97M-V with the def2-TZVPD basis set) on C25H35IrN3O3P as an isolated structure at a distorted geometry.

ORCA input file:
```
! wB97M-V def2-TZVPD RIJCOSX def2/J DEFGRID3
* xyz 3 2
Ir 0.505 0.442 -0.719
C -1.082 -2.131 -3.931
C -0.206 -3.198 -3.864
C 0.839 -3.152 -2.946
C 0.962 -2.066 -2.109
N 0.080 -1.018 -2.160
C -0.906 -1.063 -3.069
C 2.084 -1.921 -1.141
C 3.040 -2.868 -0.826
C 4.014 -2.541 0.114
C 4.037 -1.285 0.714
C 3.058 -0.374 0.363
N 2.127 -0.724 -0.538
C 2.884 1.001 0.891
C 3.850 1.629 1.650
C 3.627 2.917 2.118
C 2.430 3.535 1.807
C 1.507 2.860 1.029
N 1.716 1.625 0.555
H -1.897 -2.113 -4.641
H -0.318 -4.051 -4.521
H 1.559 -3.956 -2.905
H -1.563 -0.211 -3.110
H 3.035 -3.843 -1.291
H 4.758 -3.277 0.388
H 4.800 -1.036 1.436
H 4.781 1.125 1.866
H 4.378 3.422 2.712
H 2.203 4.534 2.153
H 0.572 3.337 0.781
C -3.261 -2.147 0.056
C -3.167 -0.648 0.103
O -2.154 -0.180 1.084
P -0.611 -0.221 1.126
O -0.230 0.552 2.411
C -1.021 1.643 3.050
C -1.817 1.086 4.197
O 0.001 -1.648 1.254
C 0.115 -2.423 2.538
C -1.199 -3.012 2.964
H -3.993 -2.414 -0.708
H -3.606 -2.557 1.003
H -2.310 -2.610 -0.209
H -4.079 -0.181 0.465
H -2.909 -0.208 -0.856
H -1.650 2.096 2.284
H -0.268 2.357 3.375
H -2.587 0.397 3.854
H -2.306 1.910 4.717
H -1.167 0.579 4.910
H 0.530 -1.738 3.274
H 0.853 -3.181 2.291
H -1.953 -2.243 3.132
H -1.043 -3.531 3.911
H -1.570 -3.736 2.241
C -0.921 3.859 -3.253
C -0.986 2.393 -2.764
C -2.419 2.044 -2.382
C -0.015 2.311 -1.611
H -1.411 3.929 -4.225
H 0.103 4.213 -3.372
H -1.442 4.520 -2.559
H -0.633 1.771 -3.592
H -2.839 2.809 -1.726
H -2.480 1.094 -1.855
H -3.058 1.987 -3.263
H -0.380 2.925 -0.787
H 1.008 2.601 -1.881
*
```

Summary:
- F_max: 1.11 eV Å⁻¹
- Gap between HOMO and LUMO (spin up / spin down): 7.288 / 6.736 eV
- <S²>: 0.760

---

Record 4
ORCA calculation (ωB97M-V with the def2-TZVPD basis set) on C25H35N4OPSV as an isolated structure.

ORCA input file:
```
! wB97M-V def2-TZVPD RIJCOSX def2/J DEFGRID3
* xyz 2 4
V 0.192 0.082 -0.027
N 2.005 -1.533 2.056
P 0.464 -0.845 2.272
C -0.632 -2.260 2.518
C -0.320 -3.504 1.968
C -1.239 -4.542 2.040
C -2.471 -4.341 2.650
C -2.787 -3.103 3.192
C -1.873 -2.061 3.124
C 0.523 0.044 3.833
C 0.634 1.433 3.813
C 0.745 2.135 5.002
C 0.743 1.452 6.210
C 0.631 0.067 6.236
C 0.519 -0.641 5.050
C 2.768 -1.327 0.927
C 4.087 -1.788 0.868
C 4.813 -1.593 -0.282
C 4.225 -0.938 -1.368
C 2.933 -0.510 -1.236
N 2.197 -0.696 -0.114
H 2.471 -1.991 2.828
H 0.646 -3.668 1.505
H -0.988 -5.512 1.633
H -3.182 -5.154 2.712
H -3.741 -2.947 3.677
H -2.118 -1.097 3.555
H 0.633 1.963 2.866
H 0.831 3.213 4.991
H 0.827 2.000 7.139
H 0.628 -0.460 7.180
H 0.418 -1.719 5.069
H 4.517 -2.291 1.723
H 5.833 -1.947 -0.344
H 4.767 -0.770 -2.286
H 2.424 -0.009 -2.052
C -0.300 -2.061 -4.137
C -0.871 -2.433 -2.773
C -2.334 -2.852 -2.899
C -0.031 -3.537 -2.137
N -0.730 -1.201 -1.944
N -1.328 -1.287 -0.632
H -0.369 -2.910 -4.815
H 0.749 -1.776 -4.050
H -0.856 -1.234 -4.585
H -2.411 -3.725 -3.546
H -2.934 -2.056 -3.348
H -2.775 -3.127 -1.939
H 0.003 -4.401 -2.798
H -0.446 -3.888 -1.187
H 0.991 -3.187 -1.973
H -1.211 -0.438 -2.417
H -1.179 -2.224 -0.260
H -2.332 -1.119 -0.641
O -1.005 1.601 -0.863
S -0.525 3.053 -0.659
C -2.061 4.014 -0.459
C -2.196 4.932 -1.673
C -1.557 4.194 -2.846
C -0.214 3.705 -2.321
H -2.030 4.533 0.497
H -2.835 3.246 -0.430
H -1.676 5.875 -1.497
H -3.244 5.165 -1.853
H -1.421 4.840 -3.712
H -2.175 3.348 -3.152
H 0.495 4.525 -2.192
H 0.259 2.912 -2.899
*
```

Summary:
- F_max: 0.50 eV Å⁻¹
- Gap between HOMO and LUMO (spin up / spin down): 8.498 / 8.904 eV
- <S²>: 3.760

---

Record 5
ORCA calculation (ωB97M-V with the def2-TZVPD basis set) on C25H36AuN2O3P as an isolated structure.

ORCA input file:
```
! wB97M-V def2-TZVPD RIJCOSX def2/J DEFGRID3
* xyz 0 1
Au 0.188 -0.130 -1.329
C 4.851 -0.966 -2.279
O 4.752 -0.385 -0.982
C 4.222 0.880 -0.976
C 5.050 1.948 -0.726
C 4.539 3.245 -0.648
C 3.193 3.434 -0.826
C 2.310 2.364 -1.075
C 0.911 2.739 -1.165
N -0.048 1.904 -1.259
N -1.362 2.323 -1.208
C -2.165 1.298 -1.194
O -1.808 0.037 -1.276
C -3.622 1.540 -1.060
C -4.111 2.829 -0.861
C -5.473 3.040 -0.732
C -6.355 1.968 -0.798
C -5.869 0.684 -0.995
C -4.506 0.468 -1.125
C 2.823 1.045 -1.159
O 2.164 -0.077 -1.409
H 5.182 -1.992 -2.136
H 5.588 -0.427 -2.882
H 3.886 -0.965 -2.786
H 6.104 1.747 -0.581
H 5.193 4.082 -0.448
H 2.776 4.432 -0.766
H 0.658 3.795 -1.098
H -3.414 3.653 -0.810
H -5.850 4.042 -0.577
H -7.419 2.135 -0.696
H -6.554 -0.153 -1.048
H -4.116 -0.529 -1.277
C 0.142 -4.406 -2.385
C -0.197 -2.921 -2.537
C -1.696 -2.740 -2.746
C 0.331 -2.174 -1.319
H -0.179 -4.971 -3.262
H -0.367 -4.824 -1.512
H 1.214 -4.559 -2.253
H 0.326 -2.547 -3.425
H -2.243 -3.033 -1.845
H -2.048 -3.366 -3.569
H -1.954 -1.705 -2.965
H 1.401 -2.354 -1.195
H -0.181 -2.519 -0.413
C -1.047 2.117 3.253
C 0.137 1.155 3.333
P 0.161 -0.001 1.896
C -1.166 -1.204 2.352
C -0.953 -2.143 3.534
C 1.748 -0.924 2.129
C 2.323 -1.088 3.534
H -1.008 2.856 4.055
H -1.999 1.590 3.341
H -1.055 2.647 2.299
H 0.136 0.616 4.284
H 1.074 1.717 3.291
H -1.387 -1.778 1.448
H -2.056 -0.587 2.515
H -0.098 -2.800 3.370
H -1.829 -2.777 3.684
H -0.782 -1.594 4.462
H 2.478 -0.408 1.498
H 1.606 -1.898 1.647
H 2.549 -0.120 3.982
H 3.255 -1.654 3.497
H 1.643 -1.611 4.205
*
```

Summary:
- F_max: 0.09 eV Å⁻¹
- Gap between HOMO and LUMO: 7.885 eV

---

Record 6
ORCA calculation (ωB97M-V with the def2-TZVPD basis set) on C25H36BGeNOsP2 as an isolated structure at a distorted geometry.

ORCA input file:
```
! wB97M-V def2-TZVPD RIJCOSX def2/J DEFGRID3
* xyz 2 5
Os 0.072 0.251 -0.416
C -1.723 -0.200 -3.963
P -0.680 0.684 -2.734
C 0.899 0.742 -3.665
C -1.258 2.426 -2.999
C -2.440 2.555 -2.055
P -2.010 1.405 -0.667
C -3.636 1.321 0.177
C -1.139 2.563 0.462
H -1.665 0.267 -4.951
H -2.771 -0.206 -3.651
H -1.394 -1.239 -4.057
H 0.763 1.155 -4.669
H 1.322 -0.262 -3.762
H 1.628 1.365 -3.137
H -1.533 2.650 -4.035
H -0.461 3.118 -2.704
H -3.355 2.202 -2.545
H -2.606 3.591 -1.741
H -4.049 2.317 0.364
H -3.542 0.804 1.137
H -4.352 0.765 -0.436
H -1.731 3.464 0.650
H -0.179 2.869 0.037
H -0.945 2.079 1.423
C 2.269 -1.790 -4.269
C 2.993 -1.002 -3.374
C 2.352 -0.425 -2.278
C 0.990 -0.636 -2.077
C 0.266 -1.423 -2.970
C 0.905 -2.001 -4.067
H 2.768 -2.240 -5.124
H 4.056 -0.838 -3.531
H 2.909 0.189 -1.577
H -0.795 -1.581 -2.805
H 0.340 -2.615 -4.764
Ge 0.892 -0.221 1.962
C 0.222 1.129 3.154
C 1.112 1.929 3.881
C 0.621 2.909 4.750
C -0.759 3.090 4.894
C -1.648 2.291 4.169
C -1.159 1.311 3.299
C 0.241 -1.932 2.541
C -0.553 -2.707 1.686
C -1.028 -3.952 2.111
C -0.711 -4.424 3.389
C 0.082 -3.651 4.243
C 0.558 -2.406 3.820
H 2.442 -0.223 1.985
H 2.181 1.795 3.776
H 1.309 3.528 5.312
H -1.138 3.848 5.567
H -2.716 2.431 4.280
H -1.853 0.695 2.741
H -0.803 -2.347 0.696
H -1.642 -4.550 1.450
H -1.079 -5.388 3.716
H 0.327 -4.016 5.232
H 1.170 -1.812 4.487
B 4.166 -2.018 0.177
C 2.826 -1.276 -0.017
N 1.823 -0.719 -0.163
H 4.077 -2.763 1.102
H 4.424 -2.636 -0.808
H 5.031 -1.227 0.386
H -0.679 0.987 0.952
*
```

Summary:
- F_max: 5.84 eV Å⁻¹
- Gap between HOMO and LUMO (spin up / spin down): 6.272 / 4.410 eV
- <S²>: 6.022

---

Record 7
ORCA calculation (ωB97M-V with the def2-TZVPD basis set) on a 3-piece molecular cluster, C25H36Br2N4O4P overall at a distorted geometry.

ORCA input file:
```
! wB97M-V def2-TZVPD RIJCOSX def2/J DEFGRID3
* xyz 1 1
C 5.944 -1.878 -0.440
C 4.842 -1.070 -1.404
O 4.122 -0.156 -0.502
C 3.821 1.130 -1.150
C 2.324 0.981 -1.846
O 1.626 2.261 -1.586
C 0.471 1.846 -0.726
N -0.726 1.246 -1.427
C -2.003 0.792 -0.689
C -3.195 0.219 -1.687
C -2.781 -1.246 -2.326
N -3.891 -1.764 -3.265
C -2.161 0.901 0.973
P -3.762 0.328 1.815
C -3.591 -0.071 3.665
C -4.425 -1.340 1.055
C -0.838 1.569 1.735
C -0.826 1.813 3.354
O -1.010 3.079 3.807
O -0.578 0.789 4.394
C 0.504 2.058 0.899
C 1.831 2.768 1.547
Br 2.316 4.591 0.780
C 2.722 2.209 2.598
C 2.428 0.733 3.246
Br 4.373 3.206 3.262
H 5.605 -2.997 -0.247
H 7.004 -1.822 -0.944
H 5.973 -1.303 0.601
H 5.400 -0.547 -2.291
H 4.137 -1.913 -1.866
H 3.839 1.986 -0.325
H 4.565 1.447 -1.996
H 2.359 0.672 -2.977
H 1.772 0.105 -1.276
H -0.672 1.156 -2.486
H -4.268 0.260 -1.222
H -3.216 0.973 -2.612
H -1.774 -1.089 -2.947
H -2.507 -2.054 -1.502
H -4.145 -0.927 -3.843
H -4.732 -1.919 -2.640
H -3.547 0.910 4.344
H -4.545 -0.720 3.967
H -2.665 -0.787 3.849
H -5.374 -1.106 0.393
H -4.677 -2.128 1.916
H -3.574 -1.825 0.393
H -0.164 -0.029 3.943
H 3.461 0.152 3.382
H 1.617 0.113 2.674
H 2.051 0.930 4.361
N -7.258 -3.590 2.862
C -7.737 -2.377 2.441
C -8.985 -2.577 1.895
C -9.272 -3.960 1.996
C -8.190 -4.561 2.599
H -6.359 -3.745 3.298
H -7.149 -1.477 2.564
H -9.621 -1.811 1.472
H -10.171 -4.463 1.665
H -8.003 -5.593 2.862
N 7.509 1.819 -2.961
C 8.000 1.202 -4.083
C 7.563 1.908 -5.182
C 6.786 2.991 -4.706
C 6.773 2.914 -3.331
H 7.667 1.514 -2.010
H 8.615 0.316 -4.003
H 7.781 1.668 -6.215
H 6.291 3.747 -5.302
H 6.302 3.542 -2.587
*
```

Summary:
- F_max: 9.45 eV Å⁻¹
- Gap between HOMO and LUMO: 5.009 eV

---

Which value of F_max does entry 6 give?
5.84 eV Å⁻¹

---

Among the records above, which one has the lowest F_max?
C25H36AuN2O3P